# 1
C12H20N2 | ωB97M-V/def2-TZVPD

```
34
Properties=species:S:1:pos:R:3
C -2.092 -1.680 1.815
C -2.604 -0.617 2.448
C -3.217 0.352 3.031
C -2.536 1.708 3.183
N -1.357 1.847 2.373
C -1.648 2.145 0.936
C -0.349 2.175 0.147
C 0.282 0.788 0.099
C 1.648 0.722 -0.618
N 2.345 -0.555 -0.693
C 1.741 -1.498 -1.645
C 2.097 -1.157 -3.083
C 2.602 -2.073 -3.876
C 3.141 -3.035 -4.605
H -2.279 -1.760 0.775
H -1.535 -2.331 2.453
H -4.157 0.088 3.472
H -2.286 1.894 4.227
H -3.315 2.455 3.025
H -0.741 2.572 2.765
H -2.165 3.103 0.915
H -2.330 1.400 0.613
H -0.525 2.553 -0.851
H 0.302 2.902 0.686
H -0.417 0.103 -0.369
H 0.443 0.440 1.118
H 2.345 1.353 -0.068
H 1.577 1.139 -1.638
H 2.571 -0.954 0.205
H 0.658 -1.407 -1.449
H 2.071 -2.523 -1.403
H 1.849 -0.185 -3.512
H 2.462 -3.513 -5.297
H 4.153 -3.361 -4.421
```

relative energy (zero: lowest compared OMol25 entry of this formula, charge and spin)	5.052	eV
F_max	0.07024	hartree/bohr
calculated total energy	-578.5863	Eh
structure (SMILES)	C=C=CCNCCCCNCC=C=C

# 2
C8H12N3 | ωB97M-V/def2-TZVPD

```
23
Properties=species:S:1:pos:R:3
H 0.773 1.539 0.156
N 1.680 1.322 -0.032
C 2.069 0.162 0.100
C 3.517 -0.229 0.070
C 4.493 0.582 -0.333
N 1.280 -0.997 0.315
N 0.014 -0.840 0.171
C -0.850 -1.868 0.031
C -2.209 -1.622 -0.211
C -2.862 -0.337 -0.203
C -2.334 0.959 0.379
C -2.674 2.126 -0.101
H 3.522 -1.243 0.392
H 5.516 0.111 -0.494
H 4.183 1.408 -0.791
H 1.783 -1.784 0.605
H -0.539 -2.856 0.302
H -2.960 -2.333 -0.439
H -3.240 0.040 -1.154
H -3.797 -0.356 0.411
H -1.746 0.898 1.346
H -2.392 3.131 0.515
H -3.228 2.188 -1.035
```

net charge	+1
relative energy (zero: lowest compared OMol25 entry of this formula, charge and spin)	6.216	eV
F_max	0.11465	hartree/bohr
calculated total energy	-475.8521	Eh
structure (SMILES)	[H]\N=C(C=C)/[NH+]=N/C=C\CC=C

# 3
C25H49N4O2PRuSi2 | ωB97M-V/def2-TZVPD

```
84
Properties=species:S:1:pos:R:3
Ru 0.267 0.323 -0.134
C 0.522 -0.640 3.372
Si -1.289 -0.486 2.929
C -1.967 1.256 2.807
C -2.180 -1.317 4.355
C -1.639 -1.450 1.322
C -0.601 -2.320 0.776
C -0.711 -3.708 0.957
C 0.318 -4.545 0.589
C 1.455 -3.982 0.020
C 1.483 -2.620 -0.175
N 0.484 -1.793 0.165
Si -3.440 -1.812 0.824
C -4.310 -2.867 2.111
C -3.496 -2.841 -0.755
C -4.374 -0.193 0.663
H 0.689 -0.127 4.322
H 1.248 -0.254 2.663
H 0.739 -1.700 3.542
H -1.498 1.895 3.557
H -3.038 1.235 3.020
H -1.825 1.732 1.837
H -1.821 -0.859 5.279
H -1.968 -2.386 4.414
H -3.258 -1.179 4.325
H -1.605 -4.099 1.423
H 0.244 -5.612 0.750
H 2.303 -4.582 -0.276
H 2.343 -2.161 -0.631
H -3.747 -3.764 2.374
H -5.266 -3.193 1.694
H -4.525 -2.325 3.028
H -3.609 -3.898 -0.509
H -2.603 -2.748 -1.369
H -4.359 -2.555 -1.358
H -4.901 0.032 1.591
H -5.120 -0.261 -0.130
H -3.723 0.651 0.441
C -2.406 -2.094 -4.383
N -2.111 -1.134 -3.330
C -2.790 0.028 -3.066
C -2.171 0.596 -1.996
N -1.128 -0.207 -1.602
C -1.125 -1.236 -2.425
H -3.312 -1.780 -4.895
H -2.570 -3.080 -3.953
H -1.589 -2.133 -5.102
H -3.637 0.340 -3.651
H -2.394 1.517 -1.485
H -0.435 -2.064 -2.393
C 3.562 3.098 -2.748
C 2.531 2.733 -1.664
C 1.444 3.820 -1.743
P 1.983 0.946 -1.683
C 3.506 -0.064 -1.297
C 3.731 -0.183 0.212
C 4.861 0.275 -1.931
C 1.523 0.521 -3.431
C 0.556 1.555 -4.011
C 2.640 0.213 -4.429
H 3.989 4.069 -2.491
H 3.073 3.218 -3.714
H 4.382 2.403 -2.871
H 3.015 2.807 -0.684
H 1.113 3.952 -2.772
H 1.897 4.764 -1.435
H 0.570 3.654 -1.128
H 3.210 -1.038 -1.704
H 4.013 0.783 0.631
H 4.557 -0.873 0.396
H 2.859 -0.533 0.762
H 5.279 1.181 -1.494
H 4.847 0.379 -3.011
H 5.551 -0.536 -1.686
H 0.970 -0.409 -3.301
H 1.096 2.429 -4.370
H -0.190 1.890 -3.291
H 0.029 1.127 -4.866
H 3.289 1.069 -4.609
H 2.183 -0.055 -5.384
H 3.253 -0.631 -4.116
O 1.509 1.431 1.175
N 0.825 2.493 1.122
O -0.142 2.334 0.317
```

net charge	+1
relative energy (zero: lowest compared OMol25 entry of this formula, charge and spin)	0.000	eV
F_max	0.01580	hartree/bohr
calculated total energy	-2366.5235	Eh
2S+1	2

# 4
C3H3Cl2N2 | ωB97M-V/def2-TZVPD

```
10
Properties=species:S:1:pos:R:3
N 1.778 1.234 -0.309
C 1.192 0.229 -0.100
C 0.719 -0.977 -0.020
Cl 1.732 -2.461 -0.001
N -0.610 -1.341 -0.035
C -1.568 -0.472 -0.043
Cl -3.132 -0.978 -0.082
H 2.232 1.954 0.237
H -1.002 -2.252 -0.045
H -1.408 0.549 -0.098
```

net charge	+1
relative energy (zero: lowest compared OMol25 entry of this formula, charge and spin)	2.771	eV
F_max	0.08117	hartree/bohr
calculated total energy	-1145.6534	Eh
structure (SMILES)	N=C=C(Cl)/[NH+]=C/Cl

# 5
C23H21N9RuS2 | ωB97M-V/def2-TZVPD

```
56
Properties=species:S:1:pos:R:3
Ru 0.346 -0.642 -0.258
C -3.848 -1.452 -0.287
C -2.563 -0.858 -0.763
N -1.480 -1.643 -0.978
N -1.623 -2.943 -0.974
C -0.585 -3.721 -0.975
N -0.777 -5.060 -0.936
S 1.067 -3.148 -0.946
C -2.380 0.512 -1.042
C -3.417 1.476 -1.027
C -3.160 2.759 -1.434
C -1.867 3.091 -1.862
C -0.886 2.117 -1.808
N -1.105 0.881 -1.396
H -3.645 -2.380 0.241
H -4.498 -1.686 -1.131
H -4.379 -0.767 0.369
H -1.701 -5.397 -1.155
H 0.009 -5.655 -1.128
H -4.407 1.179 -0.720
H -3.939 3.507 -1.446
H -1.631 4.078 -2.223
H 0.124 2.357 -2.120
S -1.599 -0.540 3.783
C -1.495 -2.188 3.310
C -0.879 -2.353 2.109
C -0.464 -1.133 1.521
C -0.771 -0.053 2.333
C -0.409 1.308 2.040
C -0.869 2.408 2.770
C -0.433 3.673 2.429
C 0.462 3.815 1.375
C 0.859 2.676 0.695
N 0.438 1.459 1.005
H -1.911 -2.942 3.951
H -0.712 -3.324 1.669
H -1.565 2.251 3.579
H -0.779 4.533 2.981
H 0.843 4.783 1.091
H 1.560 2.741 -0.128
N 4.579 -0.598 0.522
C 4.339 -1.038 1.792
C 2.982 -1.108 1.931
N 2.394 -0.723 0.774
C 3.371 -0.426 -0.078
C 3.070 -0.030 -1.415
N 1.816 -0.021 -1.869
C 1.873 0.402 -3.156
C 3.171 0.652 -3.498
N 3.923 0.380 -2.390
H 5.492 -0.458 0.121
H 5.131 -1.273 2.471
H 2.406 -1.413 2.781
H 0.989 0.498 -3.756
H 3.606 0.985 -4.416
H 4.924 0.453 -2.328
```

net charge	+1
relative energy (zero: lowest compared OMol25 entry of this formula, charge and spin)	1.345	eV
F_max	0.07858	hartree/bohr
calculated total energy	-2272.9552	Eh
2S+1	2

# 6
C14H56O14 | ωB97M-V/def2-TZVPD

```
84
Properties=species:S:1:pos:R:3
C 7.018 11.208 13.785
O 8.039 11.251 12.709
H 6.052 11.537 13.403
H 6.901 10.191 14.160
H 7.265 11.876 14.610
H 8.823 10.824 13.062
C 11.075 6.548 12.281
O 10.052 5.830 11.603
H 10.722 6.860 13.264
H 11.952 5.914 12.414
H 11.350 7.413 11.677
H 9.525 6.465 11.112
C 12.908 9.385 16.663
O 12.262 9.045 15.421
H 13.954 9.091 16.741
H 12.787 10.417 16.994
H 12.365 8.836 17.432
H 12.339 8.097 15.290
C 10.673 11.709 14.378
O 10.544 10.386 13.947
H 10.013 12.378 13.826
H 10.337 11.768 15.413
H 11.698 12.060 14.260
H 11.185 9.938 14.505
C 16.489 8.387 14.659
O 17.368 9.268 15.392
H 15.701 7.935 15.259
H 15.915 8.998 13.962
H 16.945 7.619 14.034
H 18.004 9.674 14.798
C 13.718 9.197 7.768
O 14.292 8.582 6.589
H 13.485 10.216 7.461
H 12.828 8.685 8.136
H 14.472 9.219 8.554
H 13.786 8.827 5.811
C 8.146 8.530 11.143
O 8.318 7.410 10.283
H 7.313 8.431 11.839
H 9.037 8.584 11.767
H 8.113 9.460 10.574
H 7.635 7.380 9.610
C 13.351 9.707 12.246
O 12.114 10.065 11.645
H 13.324 8.734 12.737
H 14.138 9.566 11.505
H 13.603 10.408 13.041
H 11.459 10.037 12.346
C 10.280 11.967 9.312
O 8.847 12.098 9.131
H 10.394 11.276 10.147
H 10.837 11.571 8.463
H 10.648 12.963 9.556
H 8.450 12.653 9.806
C 16.939 7.522 9.569
O 16.884 7.684 10.983
H 17.509 8.332 9.113
H 17.459 6.608 9.283
H 15.942 7.511 9.129
H 16.936 8.609 11.234
C 14.319 5.648 11.162
O 15.418 5.601 12.125
H 13.653 6.511 11.150
H 14.790 5.635 10.180
H 13.746 4.721 11.158
H 16.022 6.283 11.819
C 17.203 11.251 11.096
O 16.884 10.284 12.061
H 18.155 10.963 10.650
H 16.440 11.329 10.322
H 17.307 12.228 11.568
H 17.527 10.218 12.770
C 14.125 12.954 10.664
O 13.659 12.035 9.733
H 14.942 13.568 10.285
H 13.294 13.641 10.819
H 14.388 12.484 11.613
H 12.990 11.482 10.144
C 15.435 12.457 15.331
O 15.293 13.851 15.542
H 14.558 12.110 14.784
H 16.390 12.252 14.849
H 15.462 11.943 16.292
H 16.134 14.163 15.883
```

relative energy (zero: lowest compared OMol25 entry of this formula, charge and spin)	1.996	eV
F_max	0.03997	hartree/bohr
calculated total energy	-1620.0789	Eh

# 7
C43H58N10O3S | ωB97M-V/def2-TZVPD

```
115
Properties=species:S:1:pos:R:3
C 3.792 2.461 6.146
C 2.730 2.482 5.058
O 2.983 3.312 3.920
S 4.218 2.709 2.893
C 3.101 2.059 1.568
O 4.902 3.810 2.247
O 5.013 1.639 3.540
H 4.264 3.443 6.175
H 4.613 1.749 6.067
H 3.337 2.346 7.130
H 2.607 1.461 4.696
H 1.783 2.906 5.390
H 2.197 1.582 1.945
H 3.771 1.404 1.009
H 2.882 2.911 0.925
C 0.604 1.496 -4.161
C 0.318 2.667 -3.457
C -0.193 3.621 -4.347
N -0.295 3.029 -5.566
C 0.099 1.707 -5.431
H 1.038 0.577 -3.796
H 0.574 2.973 -2.453
H -0.485 4.647 -4.177
H -0.632 3.494 -6.397
H 0.106 1.120 -6.338
C -0.938 1.832 3.404
C -2.272 1.717 2.929
C -2.470 2.807 2.072
N -1.416 3.678 2.243
C -0.403 2.984 2.861
H -0.463 1.114 4.056
H -2.933 0.928 3.257
H -3.301 3.008 1.412
H -1.341 4.553 1.745
H 0.606 3.358 2.780
C -1.420 -1.632 -3.485
C -1.850 -2.977 -3.584
C -2.711 -2.975 -4.678
N -2.844 -1.689 -5.130
C -2.084 -0.812 -4.427
H -0.661 -1.258 -2.813
H -1.578 -3.785 -2.921
H -3.328 -3.726 -5.147
H -3.413 -1.416 -5.918
H -2.100 0.233 -4.700
C 4.226 3.835 -1.268
C 3.791 5.137 -1.186
C 2.868 5.237 -2.246
N 2.895 4.078 -2.966
C 3.693 3.228 -2.358
H 4.920 3.301 -0.636
H 4.054 5.887 -0.455
H 2.223 6.027 -2.602
H 2.347 3.810 -3.771
H 3.862 2.234 -2.746
C -4.150 -1.668 1.123
C -4.840 -0.796 1.966
C -4.920 -1.338 3.262
N -4.478 -2.586 3.192
C -3.999 -2.820 1.928
H -3.697 -1.583 0.146
H -5.058 0.218 1.665
H -5.409 -0.889 4.114
H -4.504 -3.240 3.961
H -3.691 -3.812 1.633
C -4.543 2.541 -1.526
C -4.725 3.457 -2.593
C -3.659 3.278 -3.459
N -2.856 2.334 -2.945
C -3.318 1.840 -1.762
H -5.241 2.387 -0.716
H -5.589 4.092 -2.726
H -3.433 3.750 -4.404
H -2.008 1.984 -3.368
H -2.717 1.093 -1.264
C -0.672 -6.060 0.319
C -0.471 -6.192 1.703
C -0.148 -4.954 2.240
N -0.094 -4.061 1.183
C -0.327 -4.761 0.035
H -0.841 -6.856 -0.391
H -0.668 -7.079 2.288
H 0.076 -4.595 3.234
H 0.189 -3.091 1.190
H -0.189 -4.257 -0.910
C 1.689 -3.581 -3.156
C 2.359 -3.510 -4.389
C 3.408 -4.325 -4.225
N 3.495 -4.869 -3.017
C 2.444 -4.375 -2.291
H 0.894 -2.891 -2.918
H 2.070 -2.937 -5.258
H 4.168 -4.487 -4.975
H 4.255 -5.437 -2.671
H 2.277 -4.638 -1.257
C 0.656 -1.139 -0.355
C 1.282 0.081 -0.679
C 0.543 1.071 -0.069
N -0.481 0.505 0.521
C -0.326 -0.888 0.510
H 0.905 -2.097 -0.788
H 2.190 0.372 -1.187
H 0.669 2.142 -0.022
H -1.180 1.025 1.032
H -1.075 -1.489 1.004
C -0.657 -2.014 4.678
C -0.277 -2.829 5.801
C 1.080 -3.210 5.608
N 1.559 -2.599 4.456
C 0.510 -1.851 3.963
H -1.619 -1.627 4.375
H -0.903 -3.164 6.614
H 1.700 -3.884 6.180
H 2.455 -2.762 4.020
H 0.604 -1.252 3.068
```

F_max	0.08235	hartree/bohr
calculated total energy	-2844.5904	Eh
structure (SMILES)	CCOS(C)(=O)=O.c1cc[nH]c1.c1cc[nH]c1.c1cc[nH]c1.c1cc[nH]c1.c1cc[nH]c1.c1cc[nH]c1.c1cc[nH]c1.c1cc[nH]c1.c1cc[nH]c1.c1cc[nH]c1